[1]
Entry from OMol25: 2 unconnected molecules or ions with the total composition C4H14N3O in a non-equilibrium geometry (wB97M-V/def2-TZVPD).

Calculated total energy = -399.9854 Eh
E_HOMO = -12.25 eV
Relative energy (zero: lowest compared OMol25 entry of this formula, charge and spin) = 386.3 kJ/mol
HOMO-LUMO gap = 0.33628 Eh
Molar mass = 120.18 g mol⁻¹

The geometry in ORCA input format:
```
! wB97M-V def2-TZVPD RIJCOSX def2/J DEFGRID3
* xyz 1 1
H 0.455 -1.711 0.693
H -1.335 1.524 1.362
H 1.264 1.023 1.117
H 2.338 -1.464 -2.004
O -5.621 -0.733 1.767
H 0.914 1.859 -0.245
H 2.377 1.655 -0.124
H -6.591 -0.526 2.234
C 2.351 -0.558 -1.463
H -1.166 0.455 -0.774
H -0.640 0.247 2.240
H 4.060 -0.103 -2.475
N 3.324 0.298 -1.987
H -1.895 -0.653 0.433
C -1.022 -0.047 0.121
N 1.556 1.201 0.136
N -0.661 0.800 1.299
H 3.483 1.198 -1.716
C 1.412 -0.097 -0.510
H -0.031 -1.818 -0.998
C 0.221 -1.015 -0.205
H -5.574 -1.612 2.326
*
```

Atom charges from the natural (NBO) analysis, given in e for atoms 1 to 8: 0.22 0.39 0.49 0.23 -0.93 0.43 0.42 0.47



[2]
Entry from OMol25: a molecular structure, C20H15CsI2N4O5 in a non-equilibrium geometry (wB97M-V/def2-TZVPD).

Calculated total energy = -1981.9769 Eh
E_HOMO = -6.22 eV
Relative energy (zero: lowest compared OMol25 entry of this formula, charge and spin) = 109.6 kJ/mol
HOMO-LUMO gap = 0.18893 Eh
Molar mass = 778.08 g mol⁻¹

The geometry in ORCA input format:
```
! wB97M-V def2-TZVPD RIJCOSX def2/J DEFGRID3
* xyz 0 1
H -3.750 5.342 0.929
H 0.688 1.423 -2.902
H -0.574 1.246 3.552
H -1.347 1.020 5.125
N -0.040 -1.350 5.640
C -1.562 2.717 0.675
C 3.536 -2.238 -0.740
C -0.421 0.880 4.565
N 0.333 -1.243 3.483
C 0.680 -3.566 -3.509
N 1.338 -2.231 -1.650
N -0.366 2.034 -1.263
H -1.603 -2.866 -3.869
C 2.924 -3.678 -2.706
C -0.934 -1.989 -2.290
Cs 0.445 -0.101 0.567
O -1.907 -2.294 -3.158
O -1.144 -1.247 -1.374
C 2.560 -2.735 -1.739
H -0.304 -1.064 6.566
C 0.590 -2.516 3.919
O 3.300 -1.409 0.099
H 2.195 -4.823 -4.363
I -3.619 6.426 -1.929
H 0.468 -3.416 5.959
H -0.075 -3.904 -4.206
O 4.738 -2.819 -0.863
C -2.495 3.646 1.192
O -1.032 1.791 1.341
H 5.332 -2.458 -0.191
C 1.960 -4.093 -3.600
H -1.826 4.836 -3.480
C -2.726 4.836 -0.878
C -0.529 3.147 -3.370
C -1.242 2.904 -0.739
C -0.027 2.150 -2.524
C 0.412 -2.627 -2.510
C 0.375 -2.604 5.262
C -1.816 3.958 -1.506
I -3.018 3.425 3.212
H 3.931 -4.063 -2.740
H 0.356 1.480 5.044
C -1.422 4.050 -2.857
H -0.206 3.197 -4.402
C -0.045 -0.555 4.535
C -3.052 4.671 0.447
H 0.923 -3.287 3.245
*
```

Atom charges from the Mulliken analysis, given in e for atoms 1 to 8: 0.33 0.43 -0.17 0.35 -0.03 0.83 0.18 -0.54



[3]
Entry from OMol25: C3H7N3O2 in the gas phase in a non-equilibrium geometry (wB97M-V/def2-TZVPD).

Calculated total energy = -433.2346 Eh
E_HOMO = -8.22 eV
Relative energy (zero: lowest compared OMol25 entry of this formula, charge and spin) = 231.6 kJ/mol
HOMO-LUMO gap = 0.32488 Eh
Molar mass = 117.11 g mol⁻¹

The geometry in ORCA input format:
```
! wB97M-V def2-TZVPD RIJCOSX def2/J DEFGRID3
* xyz 0 1
C 0.462 -0.357 1.396
N 0.043 0.983 -0.532
O -0.837 -1.723 -0.185
H 1.270 -0.737 2.023
H -0.259 0.265 2.043
H 1.812 0.917 0.449
H 0.176 2.939 -3.044
C 0.489 1.925 -1.309
C -0.352 -1.633 1.043
N 0.963 0.375 0.300
O -0.527 -2.505 1.840
H 1.485 2.262 -1.334
H -1.147 2.018 -2.462
N -0.329 2.562 -2.201
H -0.754 -0.883 -0.657
*
```

Atom charges from the natural (NBO) analysis, given in e for atoms 1 to 8: -0.34 -0.37 -0.68 0.24 0.20 0.36 0.39 0.22



[4]
Entry from OMol25: 9 unconnected molecules or ions with the total composition C46H117N7O18 in a non-equilibrium geometry (wB97M-V/def2-TZVPD).

Calculated total energy = -3559.8770 Eh
E_HOMO = -8.69 eV
Relative energy (zero: lowest compared OMol25 entry of this formula, charge and spin) = 590.9 kJ/mol
HOMO-LUMO gap = 0.32584 Eh
Molar mass = 1056.47 g mol⁻¹

The geometry in ORCA input format:
```
! wB97M-V def2-TZVPD RIJCOSX def2/J DEFGRID3
* xyz 0 1
H -28.505 -27.082 -15.366
H -25.464 -23.618 -6.037
C -31.707 -28.183 -6.123
C -25.935 -30.878 -10.535
H -26.659 -17.942 -16.058
N -25.090 -18.856 -15.126
H -38.017 -28.004 -27.248
H -34.191 -25.714 -22.626
H -21.822 -30.636 -4.665
N -31.447 -36.306 -15.032
H -22.727 -19.024 -14.179
H -33.067 -29.895 -10.095
H -28.323 -30.663 -14.512
H -30.825 -34.349 -14.467
H -31.386 -32.627 -18.144
O -25.859 -23.783 -6.897
O -28.480 -34.610 -15.069
H -19.101 -32.437 -5.613
H -21.793 -26.183 -16.198
N -28.224 -29.667 -14.375
H -33.769 -26.211 -24.297
C -21.285 -30.937 -3.765
H -27.102 -31.487 -21.883
H -20.139 -25.743 -16.122
H -23.793 -27.547 -24.562
H -27.238 -30.513 -24.044
C -30.920 -28.256 -15.519
H -31.820 -31.629 -4.027
H -17.025 -30.500 -14.069
C -27.393 -29.819 -12.070
O -31.253 -34.688 -18.397
H -23.517 -26.036 -7.843
H -20.669 -30.091 -3.462
O -22.605 -20.999 -13.632
H -28.851 -21.263 -17.886
H -25.413 -30.975 -21.699
H -24.870 -26.423 -6.858
C -23.384 -19.814 -13.815
O -19.592 -31.692 -5.260
H -26.383 -27.748 -24.567
H -28.612 -35.706 -13.331
O -23.701 -28.721 -26.278
H -36.784 -29.395 -24.544
H -30.851 -35.460 -13.177
H -36.313 -28.309 -27.952
O -30.020 -27.853 -16.544
H -31.828 -34.204 -16.512
C -22.374 -28.200 -26.414
H -26.177 -29.049 -25.747
H -23.794 -19.506 -12.853
H -21.002 -21.832 -12.608
H -28.847 -36.736 -14.617
H -35.266 -23.712 -23.448
H -21.367 -27.384 -13.672
H -26.621 -34.997 -14.005
H -21.244 -27.727 -18.240
O -22.231 -31.270 -2.815
H -33.502 -28.749 -6.608
C -25.268 -33.374 -22.545
C -27.994 -29.125 -15.722
C -27.021 -34.811 -15.002
H -35.813 -26.133 -24.976
H -25.179 -34.276 -23.150
C -24.188 -25.608 -7.099
O -23.458 -25.279 -5.932
H -24.434 -18.190 -15.506
H -26.060 -31.740 -11.190
C -31.467 -29.360 -5.162
H -26.599 -30.965 -9.675
C -24.440 -27.830 -25.393
C -20.794 -26.566 -16.408
H -26.619 -20.952 -16.586
H -37.759 -27.981 -24.499
H -27.886 -30.790 -12.019
H -33.323 -25.953 -9.202
C -24.346 -20.079 -15.013
C -31.872 -35.056 -17.190
H -31.904 -29.136 -4.189
C -31.200 -36.204 -16.505
H -28.233 -27.384 -17.084
C -18.042 -30.375 -13.695
H -31.190 -33.104 -19.794
H -19.718 -28.281 -15.812
H -20.661 -20.288 -13.425
C -31.682 -33.390 -18.864
H -25.523 -24.650 -8.589
H -19.709 -26.703 -14.031
N -33.103 -27.877 -6.291
H -30.389 -29.407 -5.010
N -25.364 -29.461 -23.879
O -25.884 -32.329 -23.257
C -30.587 -35.387 -14.232
H -34.417 -26.545 -7.265
H -33.519 -23.700 -23.648
H -31.892 -26.744 -8.951
O -31.923 -30.514 -5.774
H -28.455 -29.863 -16.378
H -31.738 -28.708 -10.245
H -21.080 -26.007 -18.532
H -30.819 -29.273 -15.139
O -26.194 -29.788 -11.320
H -19.631 -28.415 -19.906
C -33.346 -26.739 -7.215
H -22.560 -25.543 -6.146
C -19.975 -28.901 -13.602
H -29.609 -20.625 -16.421
H -24.890 -30.263 -24.271
C -34.429 -25.598 -23.683
H -17.962 -27.684 -19.621
C -24.880 -24.368 -7.755
H -33.015 -25.771 -6.838
H -25.034 -20.882 -14.751
C -32.953 -26.867 -8.738
O -36.216 -28.066 -26.065
H -34.526 -21.892 -25.392
H -19.794 -32.463 -3.407
H -31.249 -27.272 -5.740
N -35.742 -26.172 -23.969
C -25.704 -28.526 -24.915
H -34.821 -28.053 -23.768
C -28.630 -27.814 -16.164
O -28.008 -19.494 -17.182
C -35.018 -22.725 -25.896
H -29.751 -19.745 -17.945
H -37.246 -29.505 -27.162
C -26.115 -18.881 -16.162
O -33.497 -27.984 -9.395
H -28.113 -29.170 -11.573
C -27.192 -29.287 -13.476
N -20.595 -27.810 -15.639
H -18.726 -31.091 -14.151
H -17.979 -30.515 -12.616
O -18.598 -29.122 -14.020
O -34.600 -23.984 -25.438
C -20.678 -26.840 -17.955
H -21.073 -32.938 -4.535
C -31.702 -31.743 -5.105
H -31.207 -28.571 -7.011
C -36.750 -28.322 -24.733
H -36.266 -27.725 -22.676
C -37.024 -28.438 -27.135
C -21.409 -20.856 -12.872
H -21.889 -28.755 -27.217
H -22.535 -30.392 -2.574
H -27.579 -20.151 -15.331
H -26.184 -29.440 -13.859
H -30.166 -36.347 -16.821
H -32.769 -33.352 -18.939
H -19.264 -26.699 -20.228
H -26.445 -34.009 -15.463
H -24.299 -33.174 -22.089
C -26.607 -30.011 -23.311
C -20.414 -32.123 -4.237
H -25.638 -18.687 -17.122
H -26.798 -35.709 -15.578
H -21.654 -20.350 -11.938
H -32.164 -29.488 -8.709
H -31.629 -37.127 -16.895
H -32.945 -35.243 -17.232
H -24.639 -26.912 -25.947
H -26.939 -29.133 -15.996
O -19.337 -27.119 -18.250
H -25.929 -33.683 -21.735
C -34.444 -24.129 -24.031
H -32.397 -36.343 -14.692
C -27.042 -19.998 -16.267
H -36.080 -22.601 -25.687
H -24.952 -30.845 -10.065
H -21.811 -28.430 -25.509
C -29.082 -20.351 -17.335
H -30.707 -27.696 -14.609
H -20.150 -28.979 -12.529
H -30.760 -32.212 -5.388
H -34.790 -22.635 -26.958
H -27.163 -29.359 -22.638
C -26.207 -31.172 -22.419
C -32.566 -29.050 -9.623
H -23.819 -20.272 -15.948
H -24.129 -23.595 -7.920
H -27.246 -28.202 -13.383
C -20.412 -27.523 -14.177
H -31.916 -27.903 -15.788
C -29.067 -35.710 -14.322
H -32.518 -32.385 -5.438
C -19.044 -27.553 -19.588
C -35.820 -27.629 -23.666
H -22.216 -27.141 -26.619
H -20.627 -29.717 -13.915
*
```

Atom charges from the Mulliken analysis, given in e for atoms 1 to 8: 0.31 0.30 -0.43 -0.66 0.32 -0.34 0.31 0.36



[5]
Entry from OMol25: C19H31N3O in the gas phase (wB97M-V/def2-TZVPD).

Calculated total energy = -982.1108 Eh
E_HOMO = -8.30 eV
Relative energy (zero: lowest compared OMol25 entry of this formula, charge and spin) = 8.1 kJ/mol
HOMO-LUMO gap = 0.33416 Eh
Molar mass = 317.48 g mol⁻¹

The geometry in ORCA input format:
```
! wB97M-V def2-TZVPD RIJCOSX def2/J DEFGRID3
* xyz 0 1
H 5.942 -1.982 1.459
H -1.357 -2.436 -2.107
C -1.831 0.601 -0.690
C -1.370 2.609 -2.076
H -3.880 -0.598 2.645
C 5.489 -0.254 0.218
H 2.096 0.311 2.581
H 3.862 -1.347 1.902
H -2.764 3.166 0.191
H -1.145 3.842 0.378
C -4.750 -1.257 0.805
H -5.662 -2.513 -0.623
H -0.923 3.601 -2.106
H -1.628 2.454 1.359
C -5.705 -2.064 0.354
N 4.083 -0.499 -0.044
H -3.429 1.070 0.648
H 5.548 0.470 1.034
H 2.564 -0.047 -2.242
H 2.426 -1.371 0.870
H 3.799 -2.461 -0.821
C 2.519 -1.062 -1.852
H -5.572 -1.114 2.776
H -2.432 2.701 -2.292
H -0.371 -0.190 -2.042
C -4.849 -0.598 2.150
H 0.864 2.433 -0.963
C -2.955 -1.947 -0.775
C -3.548 -0.960 0.008
H -3.372 -2.943 -0.786
H 1.677 -1.132 -1.169
O 0.043 0.611 1.456
C -2.970 0.308 0.041
C 6.334 -1.483 0.575
C -1.263 -0.399 -1.471
N 0.259 1.779 -0.490
H 3.633 1.115 2.170
C -1.723 2.919 0.382
C 2.798 0.531 1.775
H -6.579 -2.288 0.942
H 6.347 -2.196 -0.246
C 3.829 -1.409 -1.148
H 4.648 -1.304 -1.864
H 5.910 0.218 -0.676
H 2.350 -1.747 -2.679
C 3.298 -0.778 1.149
N 2.100 1.343 0.804
H -0.916 1.994 -2.849
C -1.177 1.974 -0.695
H 2.646 1.498 -0.033
C -1.819 -1.664 -1.508
H 7.356 -1.176 0.782
C 0.741 1.187 0.648
H -5.173 0.437 2.044
*
```

Atom charges from the natural (NBO) analysis, given in e for atoms 1 to 8: 0.20 0.21 -0.01 -0.60 0.22 -0.20 0.24 0.18



[6]
Entry from OMol25: C7H6N2O in the gas phase in a non-equilibrium geometry (wB97M-V/def2-TZVPD).

Calculated total energy = -455.0615 Eh
E_HOMO = -6.46 eV
Relative energy (zero: lowest compared OMol25 entry of this formula, charge and spin) = 48.4 kJ/mol
HOMO-LUMO gap = 0.23750 Eh
Molar mass = 134.14 g mol⁻¹

The geometry in ORCA input format:
```
! wB97M-V def2-TZVPD RIJCOSX def2/J DEFGRID3
* xyz 0 1
H 2.074 -0.008 -2.529
C 0.499 0.285 0.419
O 1.328 1.050 2.642
C 1.616 0.304 -0.455
H 2.630 0.528 -0.111
H -1.902 -0.872 -1.502
C -0.809 -0.222 0.063
C 0.037 -0.579 -2.138
H -0.158 -0.904 -3.141
C 0.486 0.603 1.886
N -0.961 -0.605 -1.239
C -1.580 -0.121 1.230
N -0.844 0.350 2.254
H -1.069 0.612 3.196
C 1.294 -0.071 -1.780
H -2.641 -0.349 1.204
*
```

Atom charges from the natural (NBO) analysis, given in e for atoms 1 to 8: 0.22 -0.18 -0.63 -0.07 0.24 0.41 0.06 0.08



[7]
Entry from OMol25: 2 unconnected molecules or ions with the total composition C2H4NO2P in a non-equilibrium geometry (wB97M-V/def2-TZVPD).

Calculated total energy = -625.0342 Eh
E_HOMO (spin up / spin down) = -9.75 / -9.65 eV
Relative energy (zero: lowest compared OMol25 entry of this formula, charge and spin) = 517.5 kJ/mol
HOMO-LUMO gap (spin up / spin down) = 0.27897 / 0.27587 Eh
Molar mass = 105.03 g mol⁻¹

The geometry in ORCA input format:
```
! wB97M-V def2-TZVPD RIJCOSX def2/J DEFGRID3
* xyz 0 1
N -1.820 0.891 -0.075
H 0.901 -1.538 0.074
P -1.881 -0.703 -0.066
H 1.408 -0.777 -1.466
C 1.153 -0.581 -0.423
H 1.212 0.340 1.439
O -0.985 1.773 -0.261
C 1.459 0.427 0.368
O -3.068 -1.365 0.438
H 1.620 1.534 -0.027
*
```

Atom charges from the natural (NBO) analysis, given in e for atoms 1 to 8: -0.31 0.19 1.46 0.21 -0.43 0.20 -0.16 -0.38



[8]
Entry from OMol25: a molecular structure, C2H5N3OS in a non-equilibrium geometry (wB97M-V/def2-TZVPD).

Calculated total energy = -716.7875 Eh
E_HOMO = -9.33 eV
Relative energy (zero: lowest compared OMol25 entry of this formula, charge and spin) = 402.3 kJ/mol
HOMO-LUMO gap = 0.31641 Eh
Molar mass = 119.15 g mol⁻¹

The geometry in ORCA input format:
```
! wB97M-V def2-TZVPD RIJCOSX def2/J DEFGRID3
* xyz 0 1
C 1.348 -1.341 -0.002
C 0.050 0.688 -0.031
N 1.038 1.438 -0.233
N 0.137 -0.668 -0.041
H -1.884 1.236 -0.969
H 1.346 -2.391 0.347
O 2.465 -0.874 -0.087
S -1.378 -1.449 -0.216
H -2.562 -0.873 1.006
H 1.817 0.883 -0.095
H -1.093 2.159 0.232
N -1.285 1.192 0.089
*
```

Atom charges from the natural (NBO) analysis, given in e for atoms 1 to 8: 0.53 0.53 -0.66 -0.62 0.39 0.15 -0.55 0.16